Entry 1:
# C5H13NOS

A 2-piece molecular cluster, C5H13NOS overall (the ωB97M-V functional and the def2-TZVPD basis, the Open Molecules 2025 dataset).

```
! wB97M-V def2-TZVPD RIJCOSX def2/J DEFGRID3
* xyz 0 1
C -2.2193 0.5884 -2.1703
C -2.8748 1.9246 -2.6109
C -0.9551 0.6106 -1.3596
O -0.2440 -0.3684 -1.2421
N -0.6083 1.7990 -0.7631
H -2.9487 0.0086 -1.5975
H -2.0424 -0.0350 -3.0424
H -3.7666 2.1187 -2.0302
H -2.9903 1.9329 -3.6922
H 0.1912 1.7438 -0.1510
H -1.2865 2.5183 -0.5568
H -2.1769 2.7385 -2.4155
C 2.6885 -1.4096 0.8676
C 0.2112 -1.1505 1.9385
S 1.9306 -1.1715 2.4746
H 2.7768 -0.5177 0.2507
H 3.6921 -1.8314 0.9834
H 2.1307 -2.1432 0.2909
H 0.0274 -1.9593 1.2238
H -0.0524 -0.2246 1.4297
H -0.4932 -1.2596 2.7648
*
```

Properties
LUMO level in eV: 0.745
DFT total energy in Ha: -726.494446
SMILES: CCC(N)=O.CSC

***

Entry 2:
# C5H13NOS

A 2-piece molecular cluster, C5H13NOS overall (the ωB97M-V functional and the def2-TZVPD basis, the Open Molecules 2025 dataset).

```
! wB97M-V def2-TZVPD RIJCOSX def2/J DEFGRID3
* xyz 0 1
C 1.6201 2.4484 1.4126
C -0.4643 2.4752 0.1767
C 0.2305 0.3116 1.2389
C -0.1778 -3.4234 -0.2283
C 0.5388 1.7908 1.0020
N 0.0304 -1.0115 -1.9111
O -0.1546 -3.6752 -2.5920
S 0.5598 -2.4424 -1.6242
H 2.2863 1.6838 1.9034
H 0.3643 -4.0000 -3.2963
H 1.8510 3.5020 1.2177
H -1.0229 1.9170 -0.6399
H -0.0654 3.4123 -0.2084
H -1.1681 3.0983 0.8528
H -0.8679 0.2608 1.1980
H 0.4801 -0.2643 0.3328
H 0.5596 -0.0899 2.0883
H -0.2115 -3.1192 0.8349
H 0.4410 -4.2929 -0.3786
H -1.1170 -3.6364 -0.6176
H -0.9319 -0.8486 -1.7355
*
```

Properties
LUMO level in eV: 0.613
DFT total energy in Ha: -726.352606

***

Entry 3:
# C5H13NOS

A 2-piece molecular cluster, C5H13NOS overall (the ωB97M-V functional and the def2-TZVPD basis, the Open Molecules 2025 dataset).

```
! wB97M-V def2-TZVPD RIJCOSX def2/J DEFGRID3
* xyz 0 3
C -2.9645 -0.8914 -0.9417
C -2.5629 1.6340 0.1665
C 3.1973 0.3068 0.1001
C 0.5165 -1.0366 0.3597
C 1.0317 0.1865 -0.5629
N -0.3426 -0.7186 1.4223
O 2.0000 1.0475 -0.0976
S -2.5522 0.0304 0.3800
H -2.7170 -1.9099 -0.6744
H -2.8188 -0.4147 -1.9139
H -3.0094 2.2272 0.9539
H -2.0884 2.0698 -0.6861
H 3.9741 0.2927 -0.7893
H 2.9497 -0.6611 0.4256
H 3.8136 0.7677 0.8900
H 0.2086 -1.6873 -0.4049
H 1.4310 -1.5343 0.8385
H 0.1294 0.7545 -0.6376
H 1.2507 -0.3239 -1.5149
H 0.0407 0.1744 1.8928
H -3.2390 -0.4179 1.3883
*
```

Properties
LUMO level (spin up / spin down) in eV: 0.641 / -0.952
DFT total energy in Ha: -726.147844
<S²>: 2.02

***

Entry 4:
# C5H13NP

A 2-piece molecular cluster, C5H13NP overall (the ωB97M-V functional and the def2-TZVPD basis, the Open Molecules 2025 dataset).

```
! wB97M-V def2-TZVPD RIJCOSX def2/J DEFGRID3
* xyz 1 1
C 2.4099 -0.1796 -0.8434
C 3.8381 -0.5088 -0.6360
C -1.8550 -1.7582 0.6165
C -2.1632 1.7981 0.2908
C -2.3917 -0.6251 0.4492
N -1.7318 0.4524 -0.2272
P 1.3051 0.2231 0.4425
H 1.9088 -0.3762 -1.8610
H 4.3208 -0.8082 0.3649
H 4.4887 0.4207 -0.8736
H 4.1848 -1.2113 -1.4240
H 2.0165 0.0480 1.5529
H -0.8291 -2.0288 0.3372
H -2.5948 -2.3209 1.1147
H -1.2856 2.5680 0.1486
H -2.9996 2.0566 -0.3329
H -2.4557 1.7266 1.4147
H -3.3746 -0.3488 0.6724
H -2.0741 0.5913 -1.2117
H -0.7175 0.2811 0.0055
*
```

Properties
LUMO level in eV: -3.762
DFT total energy in Ha: -594.038029

***

Entry 5:
# C5H13NS

One molecule with the formula C5H13NS (the ωB97M-V functional and the def2-TZVPD basis, the Open Molecules 2025 dataset).

```
! wB97M-V def2-TZVPD RIJCOSX def2/J DEFGRID3
* xyz 0 1
C -0.1048 -1.3300 0.4882
C -1.1675 -0.3717 1.0099
C -0.6497 0.9624 1.6350
S -1.0000 0.9964 3.4290
C 0.6926 -0.7552 -0.7023
N 0.1620 0.2599 -1.5612
C 1.1678 0.5964 -2.6855
H -0.7770 -2.1273 0.0814
H 0.4711 -1.7328 1.3001
H -1.8530 -0.8902 1.7723
H -1.8722 0.1121 0.2540
H 0.3395 1.2752 1.4149
H -1.4677 1.7382 1.2710
H -0.2395 0.0339 3.9462
H 1.5550 -0.3793 -0.2375
H 0.8183 -1.5699 -1.4372
H 0.0408 1.1374 -0.9970
H 1.0740 -0.2111 -3.4406
H 2.0669 0.8585 -2.2272
H 0.7435 1.3971 -3.3135
*
```

Properties
LUMO level in eV: 0.921
DFT total energy in Ha: -651.171730
SMILES: CNCCCCS

***

Entry 6:
# C5H13NS

A 2-piece molecular cluster, C5H13NS overall (the ωB97M-V functional and the def2-TZVPD basis, the Open Molecules 2025 dataset).

```
! wB97M-V def2-TZVPD RIJCOSX def2/J DEFGRID3
* xyz 0 1
C -0.3768 -1.7821 -2.2234
C -0.3117 -0.2851 -2.5300
C 0.0586 0.5810 -1.3186
S -1.2734 0.9552 -0.1062
H 0.6019 -2.2213 -1.9220
H -0.7614 -2.3453 -3.1033
H -1.0980 -2.1275 -1.5277
H 0.4372 -0.1388 -3.3149
H -1.3036 0.0895 -2.9624
H 0.4133 1.5268 -1.7682
H 0.8345 0.1139 -0.7351
C -0.0019 1.7295 2.4986
C 0.5076 -0.6351 1.9841
N 0.5925 0.4243 2.7358
H 0.3086 2.4224 3.3026
H -1.0904 1.5816 2.5067
H 0.3397 2.0763 1.5087
H 0.0630 -0.6308 1.0131
H 0.8794 -1.5776 2.4260
H 1.1806 0.2431 3.5362
*
```

Properties
LUMO level in eV: -0.959
DFT total energy in Ha: -651.121215

***

Entry 7:
# C5H13NS

One molecule with the formula C5H13NS (the ωB97M-V functional and the def2-TZVPD basis, the Open Molecules 2025 dataset).

```
! wB97M-V def2-TZVPD RIJCOSX def2/J DEFGRID3
* xyz 0 1
C -2.7180 -1.5128 -0.6651
N -1.3022 -1.7658 -0.4787
C -0.6446 -0.4218 -0.6647
C 0.9861 -0.6124 -0.5287
C 1.6379 0.8128 -0.4333
S 1.8399 1.3611 1.2646
C -1.2866 0.7474 0.2098
H -3.2648 -1.4210 0.4016
H -3.0650 -0.6397 -1.1816
H -3.2209 -2.3190 -1.2242
H -0.9496 -2.3892 -1.1565
H -0.6522 -0.1747 -1.6711
H 1.2213 -1.2141 0.4458
H 1.4556 -1.2447 -1.3361
H 2.6088 0.9131 -0.8855
H 1.1050 1.4901 -0.9311
H 0.9257 0.4078 1.7739
H -2.1829 1.0765 -0.2985
H -1.5528 0.5142 1.2672
H -0.6006 1.5047 0.4050
*
```

Properties
LUMO level in eV: 0.954
DFT total energy in Ha: -651.171001
SMILES: CN[C@@H](C)CCS

***

Entry 8:
# C5H13NS

A 2-piece molecular cluster, C5H13NS overall (the ωB97M-V functional and the def2-TZVPD basis, the Open Molecules 2025 dataset).

```
! wB97M-V def2-TZVPD RIJCOSX def2/J DEFGRID3
* xyz 0 3
C 0.2704 -0.4155 -1.7529
C -1.5707 -1.8707 -2.6062
C -2.2100 -0.2112 -0.8180
C 1.5799 -0.0301 3.1586
C -1.1804 -0.9458 -1.7396
N 2.0259 2.5760 1.9173
S 1.2808 0.9791 1.6357
H 0.3389 0.6307 -2.1843
H 0.7402 -0.6099 -0.8191
H 0.8299 -1.0767 -2.5192
H 1.4183 3.3229 2.1677
H -0.8622 -2.4451 -3.1796
H -2.6725 -2.0297 -2.8735
H -3.1617 -0.3647 -1.3413
H -2.2298 -0.8639 0.0332
H -2.0055 0.8040 -0.5587
H 0.8923 -0.8112 3.0460
H 1.3687 0.6434 4.0954
H 2.6837 -0.2580 3.2713
H 2.4636 2.9763 1.0672
*
```

Properties
LUMO level (spin up / spin down) in eV: 0.769 / -1.580
DFT total energy in Ha: -651.004022
<S²>: 2.01

***

Entry 9:
# C5H13NS

An isolated ion of composition C5H13NS and charge +1 (the ωB97M-V functional and the def2-TZVPD basis, the Open Molecules 2025 dataset).

```
! wB97M-V def2-TZVPD RIJCOSX def2/J DEFGRID3
* xyz 1 2
C -1.2061 -0.0059 -1.0062
N 0.2379 -0.2828 -1.0335
C 1.0537 0.0481 0.0751
C 2.5283 -0.4154 -0.0422
S 3.1327 0.3116 -1.6382
C -2.0227 -0.3800 0.2735
C -2.0588 0.7239 1.3451
H -1.3231 1.0589 -1.2087
H -1.6520 -0.6000 -1.8106
H 0.3813 -1.1537 -1.5178
H 0.7533 -0.3758 1.0676
H 1.0876 1.1306 0.2425
H 3.0508 -0.0074 0.8270
H 2.5203 -1.5092 0.0299
H 4.3024 0.7247 -1.1217
H -1.5142 -1.2655 0.6663
H -3.0078 -0.7321 -0.0057
H -1.0370 0.9658 1.6261
H -2.7012 1.5367 1.0189
H -2.5256 0.2273 2.2127
*
```

Properties
LUMO level (spin up / spin down) in eV: -3.975 / -9.048
DFT total energy in Ha: -650.881713
<S²>: 0.75

***

Entry 10:
# C5H13NSi

One molecule with the formula C5H13NSi (the ωB97M-V functional and the def2-TZVPD basis, the Open Molecules 2025 dataset).

```
! wB97M-V def2-TZVPD RIJCOSX def2/J DEFGRID3
* xyz 0 1
C -2.4501 0.2790 0.1557
C -1.2302 -0.1485 1.0843
C -2.3775 -0.2299 -1.2717
C 1.6013 -1.7115 -0.2210
C 2.6496 1.4033 -0.1328
N -0.0976 0.6070 0.6234
Si 1.2302 0.1630 -0.3943
H -3.3573 -0.2041 0.5989
H -2.5797 1.2789 0.3217
H -1.4570 0.1796 2.0585
H -1.1265 -1.2378 1.1028
H -2.3652 -1.2638 -1.8192
H -2.2267 0.5455 -1.9685
H 2.5789 -1.8561 0.3407
H 0.6286 -2.0224 0.2189
H 1.8856 -2.2012 -1.2256
H 3.4916 0.9265 -0.7318
H 2.3882 2.4077 -0.5232
H 2.9587 1.4408 0.8914
H -0.1449 1.6443 0.8917
*
```

Properties
LUMO level (spin up / spin down) in eV: 0.518 / 0.404
DFT total energy in Ha: -542.424013